Entry 1:
The following is a quantum chemistry calculation of C43H36Cl2N3O2PS2SiTi as an isolated structure, from OMol25.

For the total energy, the calculation gives -140740.8872 eV. The frontier orbital gap is 7.28 eV. The HOMO energy comes out at -7.604 eV. Its energy relative to the best compared isomer or geometry (same formula, charge and spin) is 0.397 eV.

Geometry as XYZ:
```
91
Properties=species:S:1:pos:R:3:lowdin_charge:R:1
Ti -0.14 1.03 0.00 0.674
Cl -1.35 -0.36 -3.14 0.613
Cl 0.06 0.46 -5.59 0.534
S 2.19 0.46 0.40 0.723
S 0.11 2.29 2.03 0.748
P 0.72 -2.39 -0.07 1.123
Si 1.35 3.34 -1.95 0.407
O -2.23 1.72 -0.17 -0.133
O -0.72 -0.34 1.17 -0.322
N 1.98 0.20 7.52 0.167
N 4.89 -1.79 5.40 0.179
N -0.04 2.74 -1.05 -0.189
C -1.27 -4.49 -0.93 -0.046
C 0.75 4.36 -3.42 -0.158
C -3.32 3.90 0.14 -0.003
C 2.47 4.32 -0.81 -0.161
C 2.96 -1.77 -3.41 -0.056
C 2.36 -3.70 3.97 -0.079
C 2.12 0.36 4.94 -0.186
C 3.50 -3.03 -3.64 -0.067
C 2.73 -3.34 1.63 -0.086
C 2.29 1.91 -2.71 -0.202
C -5.77 -0.08 1.02 -0.082
C 1.90 -2.58 -1.42 -0.304
C -1.04 3.65 -0.71 -0.341
C 2.15 0.46 2.15 -0.613
C 1.19 1.13 4.26 -0.040
C 0.58 -2.84 2.60 -0.052
C -4.74 0.11 1.94 -0.052
C -3.42 1.12 0.24 -0.292
C -3.56 0.72 1.56 0.008
C -2.01 5.84 -0.34 -0.079
C -0.57 -1.05 0.03 -0.548
C -1.44 -0.16 -4.89 -0.979
C -0.94 5.04 -0.72 -0.040
C 1.05 -3.24 3.84 -0.055
C -0.77 -3.26 -0.53 -0.235
C -3.20 5.28 0.09 -0.084
C 3.10 -0.34 4.22 -0.190
C -1.57 -2.13 -0.35 -0.241
C -2.94 -2.23 -0.51 -0.011
C 2.16 -1.55 -2.30 -0.106
C -4.43 0.95 -0.69 -0.021
C -5.61 0.35 -0.30 -0.076
C 3.23 -4.07 -2.76 -0.071
C 2.42 -3.85 -1.65 -0.092
C 2.06 0.27 6.37 -0.177
C 4.09 -1.13 4.89 -0.187
C 1.19 1.21 2.87 -0.632
C 3.20 -3.75 2.87 -0.076
C -3.45 -3.47 -0.90 -0.056
C -2.64 -4.58 -1.12 -0.078
C 3.10 -0.28 2.84 -0.063
C -2.25 3.13 -0.25 -0.207
C 1.42 -2.91 1.49 -0.292
H 3.85 -0.83 2.29 0.116
H 0.44 1.68 4.82 0.120
H -4.27 1.29 -1.71 0.132
H 2.66 5.33 -1.17 0.029
H 2.94 1.38 -2.01 -0.012
H -0.63 -5.35 -1.07 0.107
H -2.74 0.88 2.25 0.116
H -1.89 6.92 -0.36 0.105
H -6.41 0.21 -1.01 0.108
H 3.40 -3.35 0.77 0.106
H 3.64 -5.06 -2.93 0.107
H 4.22 -4.08 2.98 0.113
H -4.87 -0.22 2.96 0.111
H -0.28 4.71 -3.30 0.024
H 4.13 -3.21 -4.50 0.107
H -4.23 3.44 0.51 0.121
H 1.61 1.22 -3.21 -0.017
H 1.74 -0.57 -2.13 0.033
H 3.43 3.81 -0.69 0.030
H 2.02 4.39 0.19 0.026
H -4.02 5.91 0.40 0.102
H 2.93 2.33 -3.50 0.046
H -2.24 0.54 -5.11 0.027
H 2.73 -4.01 4.94 0.111
H 2.20 -4.67 -0.98 0.112
H -3.08 -5.51 -1.42 0.103
H 1.38 5.23 -3.58 0.034
H -1.63 -1.14 -5.33 0.027
H 3.16 -0.96 -4.10 0.108
H -3.61 -1.40 -0.34 0.081
H 0.41 -3.19 4.71 0.113
H 0.79 3.75 -4.32 0.020
H -6.69 -0.55 1.33 0.104
H -0.01 5.51 -1.02 0.096
H -0.43 -2.47 2.50 0.114
H -4.52 -3.57 -1.03 0.107
```

Entry 2:
The following is a quantum chemistry calculation of C3F5N as an isolated structure at a distorted geometry, from OMol25.

For the total energy, the calculation gives -18185.0891 eV. The frontier orbital gap is 12.17 eV. The HOMO energy comes out at -12.342 eV. Its energy relative to the best compared isomer or geometry (same formula, charge and spin) is 1.575 eV.

Geometry as XYZ:
```
9
Properties=species:S:1:pos:R:3:nbo_charge:R:1
F 0.46 -1.42 1.49 -0.301
F -1.47 -1.41 0.59 -0.271
F -1.21 -0.27 -1.51 -0.442
F -0.69 0.33 1.63 -0.304
F 0.95 2.40 -0.81 -0.230
N 1.41 -0.01 -1.11 -0.256
C -0.42 -0.68 0.84 0.936
C 0.89 1.10 -0.69 0.593
C 0.08 -0.03 -0.43 0.275
```